Record 1
98
Properties=species:S:1:pos:R:3:mulliken_charge:R:1 method="wB97M-V/def2-TZVPD" largest_force_ev_per_a=7.40 gap_ev="6.264 / 5.587" total_charge=+3 spin_multiplicity=1
C -0.5345 2.8702 1.1180 0.3234
C -1.2763 2.6962 -1.0779 -0.4319
C -1.0482 4.1480 1.1587 -0.7106
C -1.4291 4.1019 -1.1983 -0.8612
C -1.4501 4.7996 -0.0067 -1.0521
H -1.0222 4.6827 2.1117 0.5762
H -1.7285 4.4881 -2.1738 0.5739
H -1.8096 5.8099 0.0025 0.5123
N -0.6643 2.1122 0.0134 0.7715
P 1.3710 1.0419 2.2662 0.5506
P -1.5159 0.1342 -2.1864 1.0329
C 0.1018 2.3699 2.4104 -1.4856
H 0.5889 3.2119 2.9554 0.7126
H -0.6760 2.0335 3.1279 0.6365
C -1.7365 1.8914 -2.1741 -0.8463
H -1.4418 2.2906 -3.1915 0.6157
C -0.7192 -0.8184 -3.8474 2.0225
C -3.4525 0.2644 -2.2692 1.3189
C 3.0058 1.9531 1.9868 1.7533
C 1.2010 -0.0680 3.7738 1.8901
C 0.5235 -1.6346 -3.4911 -1.3011
H 0.3120 -2.4453 -2.7815 0.2283
H 0.9207 -2.1189 -4.4050 0.5618
H 1.3195 -1.0101 -3.0704 0.0580
C -1.7551 -1.7989 -4.4147 -1.8207
H -1.9945 -2.5931 -3.6897 0.2860
H -2.6725 -1.3106 -4.7687 0.2807
H -1.3309 -2.3165 -5.2923 0.5585
C -0.3205 0.2570 -4.8479 -1.7981
H 0.1110 -0.2193 -5.7369 0.5218
H -1.1587 0.8698 -5.1908 0.3199
H 0.4720 0.8985 -4.4454 0.2833
C -4.0414 -1.1228 -2.0963 -1.3637
H -3.6134 -1.6094 -1.2071 0.1312
H -5.1198 -0.9875 -1.9437 0.5416
H -3.9052 -1.7646 -2.9724 0.3138
C -3.8862 1.1258 -1.0592 -1.3968
H -3.3447 0.8074 -0.1516 -0.0034
H -3.7105 2.1976 -1.2194 0.3729
H -4.9670 1.0341 -0.8857 0.6473
C -3.7442 0.9566 -3.6186 -1.3186
H -2.8906 1.4909 -4.0626 0.1915
H -4.1099 0.2868 -4.4101 0.3557
H -4.4863 1.7423 -3.4362 0.4034
C 2.1918 -1.2377 3.6084 -1.7820
H 2.0320 -1.9515 4.4291 0.4886
H 2.0349 -1.7746 2.6592 0.2848
H 3.2373 -0.9031 3.6488 0.3481
C -0.2348 -0.6361 3.8548 -1.4852
H -0.9866 0.1487 4.0125 0.3272
H -0.5208 -1.2068 2.9611 0.2261
H -0.2721 -1.3263 4.7136 0.6117
C 1.4744 0.7358 5.0517 -1.5800
H 1.1817 0.1227 5.9197 0.5023
H 2.5334 0.9940 5.1655 0.3423
H 0.8836 1.6641 5.0822 0.2988
C 2.8308 2.9768 0.8523 -1.8088
H 3.8220 3.3946 0.6028 0.7138
H 2.4401 2.5110 -0.0576 0.0257
H 2.1744 3.8124 1.1373 0.2364
C 4.0724 0.9253 1.5582 -1.4967
H 3.7770 0.4015 0.6387 0.1988
H 5.0120 1.4651 1.3675 0.5214
H 4.2636 0.1835 2.3421 0.2943
C 3.4403 2.7068 3.2562 -1.5707
H 2.6444 3.3458 3.6613 0.2974
H 3.7885 2.0248 4.0390 0.3598
H 4.2845 3.3601 2.9905 0.4896
Sn 0.2586 0.0460 0.1538 1.0401
C -1.5067 -1.4326 0.5409 -0.2735
O -2.5103 -1.1731 1.2087 -0.4990
N 2.0518 0.5188 -1.3462 -0.6295
C 2.6456 1.2821 -2.1054 0.4797
C 2.7867 2.1529 -3.2398 0.4384
C 4.0436 2.0689 -3.8314 -0.5739
C 1.9101 3.2188 -3.7614 0.2516
C 4.5808 3.0681 -4.6942 -0.7949
H 4.7345 1.2842 -3.5428 0.4850
C 2.4127 4.1702 -4.6714 -0.8415
H 0.8558 3.3310 -3.4630 0.3514
C 3.7502 4.1045 -5.1150 -0.3050
H 5.6331 2.9832 -4.9657 0.4198
H 1.7783 5.0000 -5.0379 0.4082
H 4.1296 4.8703 -5.8063 0.4106
C -2.4841 -4.6007 3.3794 -1.0578
N -2.2380 -3.9694 2.0830 -0.0323
C -1.1325 -4.0503 1.3553 0.5315
S -1.0793 -3.0435 -0.1449 -0.1355
N -0.0457 -4.7684 1.6603 -0.1318
C 0.0060 -6.0022 2.4546 -0.9802
H -1.6478 -4.4418 4.0690 0.3515
H -2.6746 -5.6710 3.2602 0.3662
H -3.3823 -4.1341 3.7926 0.3721
H -2.9015 -3.2665 1.7408 0.2378
H 0.7314 -4.5910 1.0311 0.2959
H 0.8545 -6.5933 2.0923 0.3718
H 0.1752 -5.7504 3.5095 0.3206
H -0.8981 -6.6075 2.3255 0.3229



Record 2
38
Properties=species:S:1:pos:R:3:lowdin_spin:R:1 method="wB97M-V/def2-TZVPD" largest_force_ev_per_a=3.18 gap_ev="9.483 / 5.568" total_charge=+3 spin_multiplicity=6
V 11.7682 -4.5995 -9.8010 2.8798
Ag 11.3499 -7.9785 -9.1699 0.2092
O 12.0936 -6.4939 -10.6723 0.0499
H 12.5176 -6.0104 -11.4077 0.0056
O 10.9195 -5.7764 -8.1708 0.7739
H 10.2868 -5.3587 -7.5546 0.0143
C 14.5881 -5.3313 -16.2082 0.0458
C 15.2482 -4.9013 -14.9215 0.1286
C 14.3260 -4.2060 -13.8259 0.0061
O 14.9897 -3.8761 -12.5301 0.0006
C 16.0683 -2.8827 -12.5316 0.0015
N 16.0637 -6.0257 -14.4334 0.6918
H 13.7492 -5.9635 -15.9172 0.0072
H 15.2533 -5.8161 -16.9227 0.0013
H 14.2615 -4.3974 -16.6657 -0.0002
H 16.0702 -4.2299 -15.1699 0.0672
H 13.4340 -4.8187 -13.6958 0.0035
H 13.7742 -3.3506 -14.2155 0.0015
H 15.7346 -1.8570 -12.3740 0.0000
H 16.5993 -2.7059 -13.4670 0.0008
H 16.8673 -3.0618 -11.8122 0.0001
H 16.4502 -5.9940 -13.5008 0.0236
H 16.9585 -5.9799 -14.8995 0.0179
O 10.1981 -4.2175 -11.3648 0.0202
H 9.3136 -4.5830 -11.3814 0.0013
H 10.3238 -3.8536 -12.2412 0.0006
O 12.2180 -7.3470 -13.1853 0.0028
H 13.1589 -7.5001 -13.2721 0.0004
H 12.0892 -7.1664 -12.2542 -0.0003
O 14.8633 -6.8587 -10.6560 0.0014
H 15.0256 -7.2211 -11.5269 0.0000
H 13.9095 -6.8126 -10.5892 0.0001
O 12.4049 -9.4428 -10.4224 0.0118
H 12.0466 -10.3143 -10.2542 0.0004
H 13.2536 -9.6074 -10.8333 0.0007
O 12.9024 -3.1844 -11.0466 0.0286
H 12.7987 -2.2332 -11.0749 0.0005
H 13.7675 -3.3428 -11.4244 0.0017



Record 3
56
Properties=species:S:1:pos:R:3:mulliken_charge:R:1 method="wB97M-V/def2-TZVPD" largest_force_ev_per_a=2.77 gap_ev=3.997 e_above_lowest_kcal_mol=1.9 spin_multiplicity=1
C 4.4609 -0.7121 -5.0555 -1.0163
N 3.0672 -0.8818 -4.7495 0.0713
C 2.1157 -1.1652 -5.8020 -0.6677
C 0.7733 -1.3333 -5.0434 -0.7336
C 1.1127 -1.0899 -3.6051 0.7402
C 2.5082 -0.8584 -3.5183 0.5545
C 3.1455 -0.5433 -2.2981 -1.0414
C 2.3653 -0.3605 -1.1714 -1.0229
C 0.9699 -0.6927 -1.1907 0.4089
C 0.1360 -0.6845 -0.0409 -0.2199
C 0.4645 -0.9211 1.3179 0.5074
C -0.6250 -0.9186 2.2610 -0.8563
C -0.3921 -1.0205 3.6173 0.6865
C 0.9494 -0.9668 4.0777 0.9707
N 0.9775 -0.8124 5.4207 0.0520
C 2.1419 -0.6269 6.2430 -0.9423
C -0.3370 -0.8462 6.0263 -0.6972
C -1.2928 -0.9959 4.8138 -0.6824
C 2.0467 -0.9928 3.1871 -1.2359
C 1.7954 -1.1023 1.8306 -0.9714
C 0.3551 -0.9992 -2.4548 -0.6507
H 5.0789 -0.8531 -4.1650 0.3340
H 4.7511 -1.4497 -5.8105 0.3268
H 4.6635 0.2871 -5.4640 0.3039
H 2.0725 -0.3516 -6.5397 0.3287
H 2.4330 -2.0620 -6.3500 0.3367
H 0.0424 -0.6073 -5.4206 0.2936
H 0.3569 -2.3299 -5.2423 0.3002
H 4.2277 -0.4574 -2.2683 0.1946
H 2.8034 0.0244 -0.2503 0.8866
H -0.9208 -0.4693 -0.2319 0.1764
H -1.6355 -0.8501 1.8653 0.5437
H 3.0614 -0.7556 5.6670 0.2895
H 2.1459 0.3783 6.6856 0.3180
H 2.1295 -1.3526 7.0633 0.3082
H -0.3988 -1.6892 6.7285 0.3331
H -0.5281 0.0596 6.6171 0.3557
H -1.9984 -0.1570 4.7834 0.2798
H -1.8928 -1.9092 4.9366 0.2912
H 3.0569 -0.9410 3.5826 0.2092
H 2.5978 -1.3541 1.1382 0.8955
H -0.7126 -1.2079 -2.4664 0.4134
C -5.9203 3.3200 -0.3899 -0.2803
C -4.8197 3.9782 -0.9479 -0.7014
C -3.6141 3.2816 -1.0205 0.5379
C -3.5061 1.9068 -0.5116 0.1369
C -4.6359 1.2804 0.0195 -0.4546
C -5.8402 1.9968 0.0804 -0.5423
N -2.2105 1.4846 -0.7151 -0.2565
C -1.5912 2.5469 -1.3238 -0.2623
N -2.3938 3.6378 -1.5234 -0.8896
H -6.8675 3.8571 -0.3183 0.3247
H -4.8500 4.9995 -1.3191 0.3739
H -4.5527 0.2513 0.3650 0.3525
H -6.7297 1.5201 0.5018 0.3278
H -0.5405 2.5109 -1.6214 0.3610



Record 4
12
Properties=species:S:1:pos:R:3:mulliken_charge:R:1 method="wB97M-V/def2-TZVPD" smiles=Cc1ccoc1 largest_force_ev_per_a=2.34 gap_ev=9.643 e_above_lowest_kcal_mol=20.4 spin_multiplicity=1
C 0.6458 -1.1833 1.0366 -1.1126
C -0.0254 -0.1928 0.1751 0.6380
C 0.2569 1.2040 0.1453 -0.3449
C -0.2616 1.6355 -1.0310 -0.4606
O -0.9670 0.5659 -1.6784 -0.3300
C -0.8231 -0.4962 -0.8687 -0.3687
H 0.1164 -2.1340 0.9578 0.3238
H 0.6985 -0.8524 2.0746 0.3230
H 1.6655 -1.3266 0.6553 0.2433
H 0.7294 1.6797 1.0068 0.3708
H -0.6479 2.5182 -1.4855 0.3558
H -1.3876 -1.4180 -0.9879 0.3623



Record 5
15
Properties=species:S:1:pos:R:3:mulliken_charge:R:1 method="wB97M-V/def2-TZVPD" smiles="CN[C@H](C)C=O" largest_force_ev_per_a=5.18 gap_ev=9.504 e_above_lowest_kcal_mol=70.8 spin_multiplicity=1
C -0.3139 -1.1177 -1.6185 -0.7948
N 0.0585 -1.0962 -0.1641 -0.4852
C 0.2407 0.0764 0.8011 0.4279
C -0.8599 1.0165 0.7306 -1.1540
C 1.7404 0.5312 0.6702 -0.0662
O 2.0822 0.9511 -0.4543 -0.4699
H 0.2453 -0.2845 -2.1074 0.2973
H -1.3822 -0.6682 -1.7477 0.2625
H -0.2383 -2.1052 -2.0090 0.3069
H -0.7827 -1.5684 0.1962 0.2426
H 0.3099 -0.3836 1.8626 0.1831
H -0.5061 1.9985 1.1309 0.3264
H -1.7305 0.7293 1.3647 0.3289
H -1.1547 1.2044 -0.3172 0.3098
H 2.2912 0.7163 1.6618 0.2848